Computed, not measured: C30H59BN9O5SeW as an isolated structure, with ωB97M-V/def2-TZVPD.

Summary:
highest occupied orbital energy (alpha / beta): -9.77 / -11.53 eV
LUMO level (alpha / beta): -2.37 / -2.63 eV
gap between HOMO and LUMO (alpha / beta): 7.4002 / 8.8939 eV

ORCA input file:
```
! wB97M-V def2-TZVPD RIJCOSX def2/J DEFGRID3
* xyz 1 3
W 0.399 -0.617 0.086
C -0.653 4.486 -1.943
C 0.270 3.383 -1.551
C 1.627 3.290 -1.745
C 2.021 2.055 -1.226
N 0.943 1.443 -0.680
N -0.124 2.259 -0.936
B -1.556 1.871 -0.587
N -2.006 0.582 -1.298
N -1.564 -0.661 -0.931
C -2.342 -1.563 -1.588
C -3.221 -0.857 -2.411
C -2.982 0.484 -2.207
C -3.664 1.650 -2.838
C -2.387 -3.096 -1.556
C -3.856 -3.544 -1.715
C -1.893 -3.774 -0.277
C -1.596 -3.636 -2.755
N -1.720 1.725 0.925
N -0.990 0.849 1.674
C -1.424 1.024 2.953
C -2.400 2.023 2.979
C -2.567 2.438 1.680
C -3.503 3.475 1.156
C -1.067 0.272 4.235
C 0.362 -0.264 4.258
C -2.104 -0.838 4.500
C -1.180 1.240 5.427
C 3.464 1.601 -1.376
C 3.733 0.172 -0.947
C 3.839 1.713 -2.864
C 4.376 2.554 -0.582
H -0.082 5.277 -2.424
H -1.162 4.909 -1.078
H -1.414 4.142 -2.644
H 2.251 4.019 -2.230
H -2.269 2.746 -0.955
H -3.967 -1.261 -3.069
H -4.377 1.291 -3.577
H -2.950 2.301 -3.341
H -4.203 2.248 -2.103
H -4.500 -3.084 -0.964
H -3.907 -4.626 -1.592
H -4.258 -3.322 -2.700
H -2.502 -3.489 0.590
H -0.836 -3.594 -0.094
H -2.022 -4.851 -0.391
H -1.976 -3.215 -3.687
H -1.706 -4.722 -2.808
H -0.539 -3.397 -2.682
H -2.928 2.401 3.836
H -4.043 3.921 1.989
H -4.231 3.041 0.471
H -2.975 4.267 0.626
H 0.678 -0.687 3.309
H 0.471 -1.019 5.040
H 1.046 0.548 4.503
H -2.086 -1.666 3.792
H -3.110 -0.419 4.482
H -1.932 -1.265 5.490
H -0.592 2.143 5.261
H -0.799 0.743 6.321
H -2.210 1.527 5.632
H 3.368 -0.556 -1.665
H 3.293 -0.031 0.018
H 4.810 0.010 -0.858
H 3.140 1.143 -3.476
H 4.840 1.304 -3.012
H 3.846 2.747 -3.211
H 4.303 2.403 0.497
H 4.146 3.599 -0.790
H 5.415 2.373 -0.862
N 2.135 1.193 1.953
C 3.204 0.492 2.638
C 3.249 -1.032 2.327
N 2.166 -1.599 1.467
C 1.646 -2.887 1.987
C 0.173 -2.852 2.379
N -0.594 -1.864 1.584
H 1.435 1.577 2.570
H 2.470 1.944 1.370
H 4.169 0.919 2.364
H 3.123 0.618 3.716
H 4.198 -1.269 1.845
H 3.247 -1.570 3.273
H 2.642 -1.884 0.604
H 1.807 -3.654 1.234
H 2.223 -3.201 2.857
H -0.267 -3.840 2.241
H 0.066 -2.602 3.431
H -1.260 -2.364 1.001
H -1.154 -1.271 2.183
O 2.977 -4.132 -2.953
Se 2.157 -3.731 -1.384
O 2.048 -2.955 -2.965
O 0.684 -2.224 -0.688
O 3.347 -3.041 -0.547
C 0.136 1.048 -4.201
C 0.331 -0.363 -3.698
O 1.212 -0.363 -2.556
H -0.326 1.674 -3.436
H -0.515 1.041 -5.077
H 1.088 1.498 -4.483
H 0.772 -0.990 -4.475
H -0.621 -0.809 -3.414
H 1.768 -1.147 -2.650
*
```

These are the Löwdin partial charges, in e, on atoms 1 to 99: number 1, W, carries 1.716; number 2, C, carries 0.002; number 3, C, carries -0.262; number 4, C, carries 0.030; number 5, C, carries -0.223; number 6, N, carries -0.025; number 7, N, carries 0.030; number 8, B, carries -0.548; number 9, N, carries 0.041; number 10, N, carries 0.001; number 11, C, carries -0.188; number 12, C, carries 0.027; number 13, C, carries -0.250; number 14, C, carries 0.004; number 15, C, carries -0.502; number 16, C, carries -0.049; number 17, C, carries -0.063; number 18, C, carries -0.023; number 19, N, carries 0.026; number 20, N, carries 0.041; number 21, C, carries -0.216; number 22, C, carries 0.027; number 23, C, carries -0.246; number 24, C, carries -0.003; number 25, C, carries -0.520; number 26, C, carries -0.051; number 27, C, carries -0.029; number 28, C, carries -0.053; number 29, C, carries -0.516; number 30, C, carries -0.039; number 31, C, carries -0.029; number 32, C, carries -0.026; number 33, H, carries 0.091; number 34, H, carries 0.084; number 35, H, carries 0.079; number 36, H, carries 0.124; number 37, H, carries 0.108; number 38, H, carries 0.119; number 39, H, carries 0.091; number 40, H, carries 0.080; number 41, H, carries 0.083; number 42, H, carries 0.098; number 43, H, carries 0.091; number 44, H, carries 0.079; number 45, H, carries 0.101; number 46, H, carries 0.042; number 47, H, carries 0.104; number 48, H, carries 0.096; number 49, H, carries 0.098; number 50, H, carries 0.052; number 51, H, carries 0.117; number 52, H, carries 0.089; number 53, H, carries 0.086; number 54, H, carries 0.079; number 55, H, carries 0.036; number 56, H, carries 0.105; number 57, H, carries 0.081; number 58, H, carries 0.068; number 59, H, carries 0.095; number 60, H, carries 0.096; number 61, H, carries 0.098; number 62, H, carries 0.095; number 63, H, carries 0.081; number 64, H, carries 0.068; number 65, H, carries 0.032; number 66, H, carries 0.113; number 67, H, carries 0.075; number 68, H, carries 0.097; number 69, H, carries 0.086; number 70, H, carries 0.067; number 71, H, carries 0.086; number 72, H, carries 0.095; number 73, N, carries 0.003; number 74, C, carries -0.235; number 75, C, carries -0.160; number 76, N, carries -0.151; number 77, C, carries -0.187; number 78, C, carries -0.174; number 79, N, carries -0.083; number 80, H, carries 0.058; number 81, H, carries 0.051; number 82, H, carries 0.105; number 83, H, carries 0.098; number 84, H, carries 0.121; number 85, H, carries 0.108; number 86, H, carries 0.012; number 87, H, carries 0.073; number 88, H, carries 0.126; number 89, H, carries 0.128; number 90, H, carries 0.094; number 91, H, carries 0.024; number 92, H, carries 0.052; number 93, O, carries -0.308; number 94, Se, carries 1.272; number 95, O, carries -0.393; number 96, O, carries -0.674; number 97, O, carries -0.513; number 98, C, carries -0.046; number 99, C, carries -0.243

---

Computed, not measured: a 7-piece molecular cluster, C30H59O10P overall in a non-equilibrium geometry, with ωB97M-V/def2-TZVPD.

Summary:
highest occupied orbital energy: -8.98 eV
LUMO level: 0.43 eV
gap between HOMO and LUMO: 9.4051 eV

ORCA input file:
```
! wB97M-V def2-TZVPD RIJCOSX def2/J DEFGRID3
* xyz 0 1
C 2.324 2.805 -1.042
O 1.407 3.688 -0.426
C 0.782 4.607 -1.278
C -0.630 4.235 -1.689
O -1.561 4.852 -0.748
C -2.795 4.325 -1.014
O -3.819 4.808 -0.584
C -2.617 3.083 -1.900
C -1.123 2.798 -1.651
P -0.521 1.587 -2.848
O -1.547 0.549 -3.128
H 2.197 2.768 -2.123
H 3.345 3.121 -0.844
H 2.174 1.814 -0.628
H 0.686 5.541 -0.730
H 1.383 4.830 -2.158
H -0.886 4.676 -2.652
H -3.306 2.334 -1.544
H -2.808 3.431 -2.913
H -1.106 2.419 -0.634
H 0.592 0.935 -2.301
H -0.147 2.341 -3.978
C -1.680 -2.287 -4.344
C -2.070 -3.513 -5.169
C -0.839 -4.396 -5.009
O -0.299 -4.100 -3.720
C -0.920 -2.922 -3.193
H -2.521 -1.688 -4.007
H -1.017 -1.641 -4.921
H -2.944 -4.000 -4.730
H -2.294 -3.289 -6.211
H -0.083 -4.162 -5.768
H -1.064 -5.462 -5.065
H -1.596 -3.215 -2.383
H -0.151 -2.268 -2.781
C 3.347 -4.754 -0.777
C 2.587 -5.250 -2.005
C 3.007 -4.237 -3.058
O 4.335 -3.822 -2.715
C 4.654 -4.280 -1.398
H 3.492 -5.511 -0.009
H 2.817 -3.914 -0.322
H 2.933 -6.249 -2.281
H 1.507 -5.288 -1.874
H 2.351 -3.361 -3.047
H 3.012 -4.649 -4.068
H 5.375 -5.101 -1.478
H 5.120 -3.465 -0.841
C -4.638 8.083 2.882
C -4.928 6.836 2.049
C -3.680 6.003 2.299
O -3.235 6.333 3.621
C -3.930 7.487 4.092
H -5.529 8.649 3.152
H -3.963 8.747 2.338
H -5.811 6.322 2.437
H -5.089 7.037 0.992
H -2.888 6.254 1.589
H -3.867 4.931 2.239
H -4.650 7.177 4.858
H -3.215 8.173 4.548
C 2.025 -5.725 4.694
C 2.836 -4.431 4.722
C 3.714 -4.597 3.490
O 2.959 -5.371 2.552
C 1.812 -5.926 3.200
H 1.089 -5.668 5.248
H 2.616 -6.546 5.106
H 2.173 -3.571 4.600
H 3.407 -4.284 5.635
H 4.634 -5.141 3.729
H 3.985 -3.646 3.029
H 0.920 -5.394 2.851
H 1.719 -6.976 2.918
C 4.538 -0.690 8.392
C 5.774 -1.549 8.136
C 5.151 -2.909 7.854
O 3.880 -2.652 7.247
C 3.550 -1.267 7.387
H 4.707 0.376 8.251
H 4.176 -0.847 9.410
H 6.306 -1.187 7.253
H 6.474 -1.572 8.969
H 4.989 -3.472 8.779
H 5.751 -3.519 7.178
H 3.651 -0.783 6.409
H 2.513 -1.180 7.711
C -4.868 1.124 -5.559
C -5.516 2.431 -6.008
C -4.539 3.461 -5.460
O -3.247 2.846 -5.477
C -3.389 1.437 -5.723
H -5.180 0.257 -6.139
H -5.097 0.932 -4.508
H -5.545 2.480 -7.099
H -6.528 2.572 -5.634
H -4.789 3.729 -4.427
H -4.506 4.375 -6.054
H -3.051 1.228 -6.745
H -2.755 0.895 -5.025
*
```

These are the Löwdin partial charges, in e, on atoms 1 to 99: number 1, C, carries -0.108; number 2, O, carries -0.160; number 3, C, carries -0.161; number 4, C, carries -0.263; number 5, O, carries 0.045; number 6, C, carries -0.430; number 7, O, carries 0.119; number 8, C, carries -0.062; number 9, C, carries -0.346; number 10, P, carries 0.763; number 11, O, carries -0.429; number 12, H, carries 0.072; number 13, H, carries 0.090; number 14, H, carries 0.083; number 15, H, carries 0.138; number 16, H, carries 0.131; number 17, H, carries 0.158; number 18, H, carries 0.134; number 19, H, carries 0.116; number 20, H, carries 0.146; number 21, H, carries 0.017; number 22, H, carries 0.041; number 23, C, carries -0.189; number 24, C, carries -0.167; number 25, C, carries -0.204; number 26, O, carries -0.158; number 27, C, carries -0.201; number 28, H, carries 0.096; number 29, H, carries 0.111; number 30, H, carries 0.113; number 31, H, carries 0.109; number 32, H, carries 0.117; number 33, H, carries 0.115; number 34, H, carries 0.121; number 35, H, carries 0.107; number 36, C, carries -0.172; number 37, C, carries -0.166; number 38, C, carries -0.208; number 39, O, carries -0.146; number 40, C, carries -0.208; number 41, H, carries 0.100; number 42, H, carries 0.114; number 43, H, carries 0.114; number 44, H, carries 0.104; number 45, H, carries 0.104; number 46, H, carries 0.116; number 47, H, carries 0.115; number 48, H, carries 0.112; number 49, C, carries -0.173; number 50, C, carries -0.170; number 51, C, carries -0.213; number 52, O, carries -0.143; number 53, C, carries -0.214; number 54, H, carries 0.108; number 55, H, carries 0.112; number 56, H, carries 0.114; number 57, H, carries 0.108; number 58, H, carries 0.108; number 59, H, carries 0.113; number 60, H, carries 0.115; number 61, H, carries 0.113; number 62, C, carries -0.166; number 63, C, carries -0.167; number 64, C, carries -0.200; number 65, O, carries -0.160; number 66, C, carries -0.205; number 67, H, carries 0.111; number 68, H, carries 0.113; number 69, H, carries 0.118; number 70, H, carries 0.090; number 71, H, carries 0.117; number 72, H, carries 0.116; number 73, H, carries 0.117; number 74, H, carries 0.115; number 75, C, carries -0.170; number 76, C, carries -0.170; number 77, C, carries -0.203; number 78, O, carries -0.166; number 79, C, carries -0.201; number 80, H, carries 0.111; number 81, H, carries 0.114; number 82, H, carries 0.114; number 83, H, carries 0.111; number 84, H, carries 0.118; number 85, H, carries 0.116; number 86, H, carries 0.118; number 87, H, carries 0.117; number 88, C, carries -0.165; number 89, C, carries -0.168; number 90, C, carries -0.209; number 91, O, carries -0.165; number 92, C, carries -0.200; number 93, H, carries 0.112; number 94, H, carries 0.116; number 95, H, carries 0.113; number 96, H, carries 0.112; number 97, H, carries 0.111; number 98, H, carries 0.116; number 99, H, carries 0.119

---

In order of appearance, energy above the lowest of the compared OMol25 structures with the same formula, charge and spin = 70.72, 4.91 kcal/mol.
In order of appearance, electronic energy = -4540.667311, -2272.121055 hartree.